The following is a quantum chemistry calculation of a structure of composition C40H41CdN4O3P, from the Open Molecules 2025 dataset.

## Properties
ΔE to the lowest compared entry with this formula, charge and spin (eV): 0.000
Multiplicity: 1
LUMO level (eV): 0.55

Geometry as XYZ:
```
90
Properties=species:S:1:pos:R:3:mulliken_charge:R:1
Cd 1.02 -1.25 0.73 5.96
C 2.97 -3.57 0.21 -1.31
N 1.49 -3.61 0.27 -0.01
C 1.11 -4.50 1.40 -1.21
C -0.25 -4.29 2.07 -0.38
C -0.38 -3.07 3.01 -1.20
N 0.70 -2.11 2.84 -0.47
C 1.17 -1.51 3.87 -0.33
C 2.21 -0.51 3.92 1.05
C 2.43 0.07 5.19 -0.91
C 3.36 1.05 5.41 -0.77
C 4.13 1.48 4.31 -0.42
C 3.95 0.94 3.06 -0.88
C 3.00 -0.09 2.81 0.36
O 2.93 -0.60 1.62 -1.23
C 1.01 -4.09 -1.03 -1.18
C -0.49 -4.01 -1.31 -1.15
C -1.08 -2.61 -1.51 -1.18
N -0.96 -1.72 -0.36 0.73
C -2.03 -1.26 0.15 -1.01
C -2.19 -0.24 1.17 0.10
C -3.49 -0.12 1.71 -1.02
C -3.81 0.81 2.67 -0.95
C -2.80 1.69 3.10 -0.66
C -1.53 1.62 2.58 -0.44
C -1.17 0.66 1.59 0.58
O 0.02 0.68 1.10 -0.91
H 3.38 -4.57 0.01 0.41
H 3.36 -3.19 1.15 0.32
H 3.28 -2.89 -0.58 0.31
H 1.88 -4.38 2.16 0.65
H 1.17 -5.54 1.04 0.36
H -0.43 -5.19 2.65 0.55
H -1.04 -4.25 1.32 -0.03
H -0.43 -3.40 4.05 0.69
H -1.32 -2.55 2.79 -0.10
H 0.74 -1.77 4.85 0.18
H 1.82 -0.29 6.02 0.33
H 3.50 1.48 6.39 0.40
H 4.87 2.26 4.45 0.38
H 4.55 1.26 2.22 0.42
H 1.34 -5.13 -1.16 0.38
H 1.52 -3.49 -1.79 0.52
H -1.06 -4.56 -0.56 0.26
H -0.65 -4.54 -2.25 0.53
H -2.13 -2.71 -1.80 0.57
H -0.55 -2.14 -2.34 0.19
H -2.99 -1.65 -0.23 0.19
H -4.25 -0.81 1.36 0.40
H -4.81 0.87 3.07 0.42
H -3.03 2.43 3.85 0.41
H -0.75 2.30 2.91 0.79
O 1.71 -0.83 -2.50 -0.38
N 2.30 -0.40 -1.32 -0.50
C 2.51 0.84 -1.15 -1.16
C 2.18 1.98 -2.04 0.24
C 3.25 2.79 -2.43 -0.67
C 3.03 3.91 -3.21 -0.74
C 1.73 4.24 -3.58 -0.81
C 0.67 3.46 -3.16 -0.32
C 0.88 2.30 -2.40 0.29
P -0.55 1.30 -1.77 2.33
C -1.51 0.97 -3.29 0.38
C -1.01 1.05 -4.59 -0.92
C -1.76 0.62 -5.67 -0.70
C -3.03 0.10 -5.49 -0.67
C -3.54 0.00 -4.20 -0.90
C -2.79 0.41 -3.11 -0.31
C -1.48 2.63 -0.91 0.31
C -2.81 2.96 -1.15 -0.40
C -3.45 3.91 -0.36 -0.73
C -2.78 4.54 0.67 -0.59
C -1.45 4.22 0.91 -0.57
C -0.81 3.27 0.13 -0.72
H 1.57 -0.05 -3.08 0.41
H 3.02 1.04 -0.21 0.52
H 4.25 2.54 -2.10 0.53
H 3.87 4.53 -3.51 0.41
H 1.55 5.13 -4.17 0.44
H -0.34 3.74 -3.42 0.50
H -0.02 1.46 -4.77 0.30
H -1.35 0.68 -6.67 0.42
H -3.62 -0.23 -6.33 0.40
H -4.53 -0.42 -4.03 0.44
H -3.18 0.30 -2.11 0.47
H -3.36 2.49 -1.96 0.44
H -4.49 4.15 -0.56 0.44
H -3.28 5.27 1.28 0.39
H -0.91 4.69 1.72 0.40
H 0.22 2.99 0.36 0.31
```

=====

The following is a quantum chemistry calculation of a structure of composition C40H41InN8PS, from the Open Molecules 2025 dataset.

## Properties
ΔE to the lowest compared entry with this formula, charge and spin (eV): 0.536
Multiplicity: 1
LUMO level (eV): -3.03
Charge: +1

Geometry as XYZ:
```
92
Properties=species:S:1:pos:R:3:mulliken_charge:R:1
In -0.47 -0.42 0.27 2.25
C -2.75 -1.81 4.04 -2.06
C -2.31 -1.46 2.65 0.44
N -1.11 -1.10 2.38 1.26
N -0.19 -1.09 3.35 -2.07
C 0.88 -0.35 3.17 0.58
N 1.85 -0.47 4.09 -0.34
S 1.14 0.79 1.90 -0.65
C -3.28 -1.46 1.54 1.13
C -4.60 -1.88 1.72 -1.00
C -5.47 -1.81 0.65 -0.96
C -5.02 -1.33 -0.57 -1.16
C -3.69 -0.94 -0.67 -0.27
N -2.85 -1.01 0.35 1.12
H -1.99 -1.50 4.75 0.48
H -2.90 -2.89 4.13 0.32
H -3.69 -1.31 4.28 0.44
H 1.68 -1.03 4.91 0.24
H 2.59 0.21 4.11 0.25
H -4.93 -2.25 2.67 0.61
H -6.50 -2.13 0.76 0.45
H -5.68 -1.25 -1.43 0.57
H -3.29 -0.57 -1.60 0.04
N 2.19 -2.98 -0.78 0.15
P 2.34 -1.31 -0.46 0.02
C 4.12 -1.21 -0.04 0.53
C 5.08 -1.72 -0.91 -0.63
C 6.43 -1.61 -0.61 -0.81
C 6.83 -0.99 0.57 -0.51
C 5.88 -0.47 1.44 -0.62
C 4.53 -0.59 1.14 0.17
C 2.45 -0.52 -2.10 0.52
C 2.24 -1.15 -3.31 -0.13
C 2.32 -0.42 -4.49 -0.68
C 2.60 0.94 -4.45 -0.62
C 2.82 1.57 -3.24 -0.51
C 2.75 0.84 -2.06 -0.81
C 1.05 -3.68 -0.45 0.04
C 1.10 -5.08 -0.38 -0.99
C -0.05 -5.79 -0.13 -0.48
C -1.24 -5.09 0.05 -1.21
C -1.20 -3.72 -0.02 -0.45
N -0.09 -3.01 -0.24 0.52
H 3.02 -3.54 -0.88 0.25
H 4.78 -2.17 -1.85 0.39
H 7.17 -2.00 -1.29 0.40
H 7.88 -0.90 0.80 0.39
H 6.19 0.02 2.35 0.44
H 3.78 -0.18 1.81 0.10
H 2.02 -2.21 -3.34 0.43
H 2.15 -0.91 -5.44 0.46
H 2.65 1.51 -5.37 0.42
H 3.05 2.63 -3.20 0.45
H 2.93 1.32 -1.10 0.53
H 2.05 -5.59 -0.54 0.49
H -0.02 -6.87 -0.06 0.43
H -2.18 -5.61 0.22 0.52
H -2.11 -3.15 0.09 0.57
C -4.33 2.59 1.24 -1.38
C -3.08 2.07 1.97 0.51
C -1.93 3.02 1.82 0.37
C -1.81 4.09 2.70 -0.71
C -0.81 5.03 2.55 -1.22
C 0.08 4.91 1.51 -0.83
C 0.00 3.85 0.60 0.89
C 1.05 3.77 -0.49 0.43
C 0.88 4.87 -1.55 -1.42
C -1.02 2.91 0.76 -0.65
N -1.12 1.80 -0.12 0.93
C -1.30 1.97 -1.39 -0.42
C -1.27 0.88 -2.28 -0.38
C -1.66 0.79 -3.62 -1.02
C -1.56 -0.55 -3.98 -1.34
C -1.09 -1.23 -2.85 -0.76
N -0.91 -0.37 -1.83 1.24
H -5.15 1.87 1.32 0.40
H -4.11 2.75 0.19 0.26
H -4.65 3.53 1.67 0.39
H -2.81 1.10 1.56 -1.03
H -3.31 1.94 3.03 0.71
H -2.53 4.18 3.51 0.50
H -0.73 5.86 3.24 0.38
H 0.88 5.63 1.39 0.51
H 1.03 2.80 -0.98 -0.78
H 2.03 3.88 -0.03 0.69
H -0.07 4.76 -2.08 0.28
H 1.69 4.83 -2.27 0.40
H 0.88 5.86 -1.08 0.41
H -1.51 2.96 -1.79 0.62
H -1.99 1.62 -4.23 0.60
H -1.79 -0.99 -4.93 0.50
H -0.88 -2.28 -2.74 0.44
```